140
Properties=species:S:1:pos:R:3:forces:R:3 method="wB97M-V/def2-TZVPD" energy_ev=-116377.1560 orbital_gap_ev=6.215 fmax_ev_per_a=2.990
Mg 1.076086 -0.587347 1.239908 0.2347 0.5021 1.0835
C 3.527337 -2.195237 4.152448 -0.0644 -0.2077 0.0266
C 3.625748 -3.254993 3.053992 -0.2591 0.2422 -0.0037
C 5.050350 -3.339054 2.520031 -0.1935 -0.1231 0.0523
P 2.290710 -2.824531 1.768787 0.6584 -1.1859 0.2824
C 1.259239 -4.400067 1.790877 -0.0395 0.3476 -0.0153
C 0.645806 -4.508708 3.192308 0.0011 0.1611 -0.1229
C 1.890243 -5.736628 1.403372 -0.0813 0.2375 -0.0642
C 3.253735 -2.707031 0.244071 -0.1559 0.1372 -0.0274
C 3.902671 -3.779801 -0.360028 0.0978 0.1648 -0.2904
C 4.883658 -3.613586 -1.322417 -0.0058 -0.2422 0.0779
C 5.544990 -4.792938 -1.977648 -0.0246 0.1459 -0.0114
C 5.288201 -2.310124 -1.606735 -0.1263 -0.1726 0.0889
C 4.655296 -1.231939 -1.042744 0.1033 0.1126 0.0673
C 3.545427 -1.377289 -0.174575 0.6045 -0.6056 -0.2692
N 2.842568 -0.322599 0.281583 -0.3643 0.1887 0.1312
C 3.149308 0.964504 -0.165585 0.3825 0.4758 -0.2227
C 3.580550 1.911128 0.783616 -0.0083 -0.0195 -0.0218
C 3.945555 1.450350 2.160246 0.0104 -0.0143 -0.0959
C 3.751225 3.232655 0.421697 -0.0671 0.0267 -0.1413
C 3.521007 3.669148 -0.877070 0.0699 -0.0107 -0.0206
C 3.745358 5.103336 -1.255131 -0.0255 -0.0306 0.0419
C 3.159786 2.725803 -1.820090 0.1354 0.1405 0.0993
C 3.012568 1.381459 -1.502326 0.0655 -0.0592 -0.0188
C 2.762176 0.427028 -2.637791 0.0834 0.0007 0.1844
H 4.134817 -2.464154 5.018673 0.0416 0.0252 0.0367
H 2.491022 -2.074016 4.474167 0.0195 0.0735 0.1116
H 3.882599 -1.242318 3.763397 -0.0022 0.1772 0.0190
H 3.365227 -4.225886 3.487556 -0.0643 0.0327 -0.0882
H 5.344293 -2.404206 2.047844 0.0680 0.0858 -0.1067
H 5.150861 -4.134285 1.786327 0.1113 -0.0068 -0.0494
H 5.738670 -3.543171 3.341089 0.0476 0.0154 0.0905
H 0.448860 -4.189416 1.087198 0.1360 -0.0872 0.0637
H 1.372999 -4.885015 3.910346 0.0459 -0.0195 0.0838
H -0.195645 -5.202999 3.180741 -0.0451 -0.0368 -0.0068
H 0.291596 -3.539431 3.543053 -0.0452 -0.0002 0.1241
H 2.903724 -5.832821 1.786504 0.1294 -0.1029 0.0508
H 1.897007 -5.860876 0.323987 0.1454 -0.0602 -0.0741
H 1.293032 -6.546993 1.821469 -0.0241 -0.0993 0.0230
H 3.658323 -4.784535 -0.055989 -0.0013 -0.1041 0.0509
H 5.194644 -5.727358 -1.542504 0.0115 -0.0674 -0.0059
H 6.626700 -4.739330 -1.856013 0.0931 -0.0970 -0.0456
H 5.329752 -4.812004 -3.046999 0.0371 -0.0954 -0.0656
H 6.118556 -2.150443 -2.281580 0.1026 0.0596 -0.0720
H 5.013738 -0.234828 -1.251957 0.0098 0.0762 -0.0788
H 3.208313 0.737423 2.511470 0.1592 0.0039 0.2040
H 4.013758 2.292342 2.844216 -0.0171 -0.0074 0.0860
H 4.909158 0.940641 2.120494 0.0945 -0.0863 0.0733
H 4.095522 3.939892 1.162255 0.0284 0.1185 0.1655
H 4.797000 5.367989 -1.136870 0.0275 0.0659 -0.0331
H 3.165441 5.771398 -0.621115 -0.0571 0.1134 0.0330
H 3.461485 5.274172 -2.290318 -0.0126 0.0904 -0.0923
H 2.997313 3.038271 -2.843042 0.0121 0.0273 -0.1775
H 1.978025 0.814139 -3.286471 -0.0529 -0.0192 -0.1439
H 2.486528 -0.554437 -2.268362 -0.0021 -0.0300 -0.1314
H 3.666710 0.314366 -3.238572 -0.0063 -0.0308 -0.0297
C -1.106567 5.988152 -3.632477 -0.0978 0.0041 0.0027
C -0.723266 4.678777 -3.018073 0.0844 0.0515 -0.0620
C -0.490019 3.561518 -3.808876 0.1233 0.0947 0.0849
C -0.211230 2.333612 -3.239620 0.1174 -0.1289 0.0701
C -0.162682 2.209906 -1.860393 0.4268 -0.0491 -0.1263
C -0.314788 3.334103 -1.069247 0.0232 -0.2787 0.2870
C -0.609942 4.554101 -1.639635 -0.0143 -0.0826 -0.1400
S 0.241702 0.634603 -1.061625 -1.1703 0.7978 -2.6334
O -0.233067 0.861198 0.327281 0.3728 0.2195 1.5870
C -0.941033 -0.355297 -2.030723 0.1028 -0.0186 -0.1163
C -0.281624 -1.471504 -2.580426 0.0660 -0.3077 -0.1907
C -0.910578 -2.303056 -3.454568 0.1188 0.1792 0.1002
C -2.259464 -2.076158 -3.798999 -0.0651 0.1843 0.1327
C -2.931325 -2.916846 -4.709889 -0.2167 -0.0727 -0.1561
C -4.241559 -2.701417 -5.029087 0.2149 -0.1445 -0.0525
C -4.941578 -1.647015 -4.424869 -0.0496 0.2670 0.2258
C -4.317148 -0.814935 -3.536463 -0.3018 -0.0849 -0.0750
C -2.951125 -0.980962 -3.217348 0.3059 -0.3032 -0.0260
C -2.250866 -0.083951 -2.347856 0.2248 -0.0328 -0.1307
C -2.990212 1.107857 -1.878070 -0.0682 0.1987 0.3558
C -3.471604 2.055153 -2.831010 -0.2229 0.2299 0.2032
C -3.133310 1.996172 -4.199953 -0.1746 0.0964 -0.2461
C -3.657233 2.893061 -5.088672 0.1599 -0.2536 -0.0032
C -4.545992 3.891554 -4.662773 -0.1039 0.2042 0.2212
C -4.873231 3.991131 -3.339665 -0.0146 0.0917 -0.1851
C -4.348498 3.082916 -2.395076 0.2222 -0.2503 -0.1101
C -4.719789 3.141275 -1.034884 0.0857 -0.1950 0.2256
C -4.221078 2.243260 -0.134647 -0.3434 0.3994 -0.0456
C -3.334510 1.242276 -0.554611 0.5215 -0.3379 -0.1622
S -2.752449 -0.085340 0.561422 -1.2427 1.1051 -0.0967
O -3.879526 -1.037776 0.564515 -0.7417 -0.7369 0.0748
C -2.959369 0.854533 2.093093 0.3724 -0.0019 -0.1816
C -3.769562 0.356599 3.093967 -0.1532 -0.0899 -0.3122
C -3.853750 1.021509 4.304186 0.0480 0.1491 -0.0485
C -3.142350 2.194458 4.518333 -0.0716 -0.0855 0.0544
C -3.217169 2.927124 5.821967 -0.0516 0.0264 -0.0418
C -2.361824 2.701787 3.486093 -0.0189 -0.0746 -0.0452
C -2.260260 2.033117 2.282350 0.0714 0.0538 0.0622
H -0.872843 6.000478 -4.694008 0.0217 0.0905 -0.0703
H -0.602366 6.818682 -3.140853 0.0235 0.0541 -0.0322
H -2.181913 6.135187 -3.522299 -0.0536 0.0846 -0.0431
H -0.542734 3.654851 -4.884734 -0.0250 -0.0283 -0.0745
H -0.060823 1.471300 -3.872362 -0.0098 -0.1005 -0.0720
H -0.203790 3.239040 -0.002097 -0.0206 0.0452 0.1736
H -0.745719 5.419052 -1.009912 -0.0391 0.1452 0.1096
H 0.737765 -1.659757 -2.284099 0.0475 -0.0916 -0.0229
H -0.382112 -3.142585 -3.882974 0.0209 -0.0769 -0.0459
H -2.384395 -3.733933 -5.156888 0.0588 -0.1002 -0.0340
H -4.747790 -3.341565 -5.736654 -0.0035 -0.0779 -0.0465
H -5.985247 -1.493027 -4.660020 -0.0533 0.0072 0.0177
H -4.881152 -0.025498 -3.064258 -0.0421 0.0264 0.0172
H -2.461019 1.227167 -4.549136 0.0346 -0.0339 -0.0185
H -3.384691 2.838431 -6.131135 0.0304 -0.0537 -0.1389
H -4.964937 4.580511 -5.383000 -0.0141 0.0457 -0.0174
H -5.550310 4.760657 -2.995357 -0.0590 0.0609 0.0204
H -5.429525 3.894657 -0.723681 -0.0363 0.0766 0.0722
H -4.537631 2.280258 0.896235 -0.0025 0.0410 0.0611
H -4.333271 -0.543620 2.900006 -0.0491 -0.1273 0.0030
H -4.473811 0.620650 5.092874 -0.0669 -0.0377 0.0982
H -3.519042 2.265275 6.628565 -0.0226 -0.0276 0.0991
H -3.942066 3.738796 5.755234 -0.0267 0.0709 0.0800
H -2.248679 3.357695 6.064429 0.0392 0.0707 0.1148
H -1.835863 3.634501 3.635210 0.0922 0.1154 -0.0053
H -1.661243 2.421594 1.476233 0.1113 0.1123 -0.0562
C -3.092729 -2.792029 4.418650 -0.0216 0.0221 0.3848
N -2.373751 -2.528798 3.195886 0.1773 0.3183 -0.0921
C -2.573924 -3.274432 2.086604 0.2462 -0.2777 -0.4948
C -1.832155 -3.117196 0.971544 0.1389 -0.1702 0.0262
C -0.783266 -2.132221 1.005558 -1.3064 -1.1254 0.5191
O 0.021917 -1.924945 0.073751 0.5362 -0.1301 -0.6439
N -0.616986 -1.421292 2.122281 0.0643 0.1087 -0.0968
C -1.374380 -1.547562 3.211541 -0.2437 -0.4006 0.5541
O -1.211929 -0.865746 4.218190 0.0931 0.0983 0.4314
H -4.097784 -3.142641 4.196760 -0.0247 -0.0219 -0.0596
H -3.134728 -1.871809 4.998732 -0.0416 -0.0830 -0.0489
H -2.560463 -3.543495 5.007196 -0.0935 0.0042 0.0612
H -3.363679 -4.008279 2.152482 -0.0803 -0.0170 -0.0187
H -1.989571 -3.708985 0.087333 -0.1123 -0.0362 -0.1057
N 1.023917 2.141451 2.775626 -0.0140 0.2858 0.1768
N 0.940079 0.737660 3.061324 -0.0833 0.1201 0.1290
H 0.409762 2.669486 3.396973 0.0683 -0.2184 -0.2226
H 0.692598 2.259389 1.822872 0.0602 0.0551 0.1535
H -0.012260 0.448779 3.310189 0.1723 0.1356 0.1582
H 1.502796 0.562726 3.895724 -0.0520 -0.0087 -0.3255